Arrangement A

{
  "formula": "C43H34N10O5Sc",
  "method": "ωB97M-V/def2-TZVPD",
  "lumo_ha": -0.318,
  "e_homo_ev": -13.3,
  "charge": 3,
  "elements": ["Sc", "O", "C", "O", "C", "C", "C", "C", "C", "N", "C", "O", "O", "H", "H", "H", "H", "H", "C", "N", "C", "C", "N", "C", "C", "C", "C", "C", "C", "N", "C", "N", "C", "C", "C", "C", "C", "C", "N", "H", "H", "H", "H", "H", "H", "H", "H", "H", "H", "H", "H", "H", "H", "H", "C", "O", "C", "C", "C", "C", "C", "C", "C", "N", "C", "C", "N", "C", "C", "C", "C", "N", "C", "C", "N", "C", "C", "C", "C", "H", "H", "H", "H", "H", "H", "H", "H", "H", "H", "H", "H", "H", "H"],
  "xyz": [[1.3120, -1.2000, -1.3002], [4.1555, -1.0501, 1.8682], [3.2925, -1.3860, 0.9633], [3.2466, -0.8890, -0.1470], [2.3696, -2.4999, 1.3322], [2.4151, -3.2522, 2.4974], [1.6450, -4.4107, 2.5591], [0.8819, -4.7964, 1.4417], [0.9109, -3.9486, 0.3309], [1.6390, -2.8501, 0.2975], [0.2209, -4.1539, -0.9763], [-0.6124, -5.1849, -1.0733], [0.4021, -3.3936, -1.9183], [4.6734, -0.2768, 1.5784], [3.0796, -2.9612, 3.3240], [1.6808, -5.0517, 3.4581], [0.2573, -5.6573, 1.4520], [-0.7563, -5.7290, -0.2521], [1.5277, -1.2589, -4.3424], [0.4067, -1.0536, -3.3475], [-0.1427, 0.3730, -3.4398], [0.9753, 1.2626, -2.9323], [2.0540, 0.7077, -2.3747], [2.9751, 1.6790, -2.1680], [4.3222, 1.6090, -1.6703], [5.0431, 2.8116, -1.6221], [4.4201, 4.0066, -1.9859], [3.1252, 4.1134, -2.5191], [2.4212, 2.9334, -2.5617], [1.1236, 2.5803, -3.0695], [2.6488, -2.0639, -3.7992], [2.8422, -2.2333, -2.4920], [4.0923, -2.9131, -2.4038], [4.8643, -3.4312, -1.3493], [6.1378, -3.9505, -1.6165], [6.6857, -3.8319, -2.9145], [5.9289, -3.3766, -3.9646], [4.6360, -2.9704, -3.7207], [3.7107, -2.3829, -4.5584], [1.9582, -0.2973, -4.5650], [1.0926, -1.6635, -5.2742], [-0.3489, -1.7064, -3.5451], [-1.0109, 0.3691, -2.8379], [-0.4584, 0.7112, -4.4384], [4.7002, 0.6679, -1.3593], [6.1027, 2.7890, -1.4578], [5.0183, 4.9249, -1.9638], [2.6902, 5.0646, -2.8533], [0.4878, 3.2825, -3.3854], [4.5507, -3.5058, -0.2811], [6.7543, -4.2700, -0.8469], [7.7074, -4.1167, -3.0917], [6.3093, -3.3650, -4.9437], [3.7665, -2.1956, -5.5806], [-8.7731, 5.3486, 6.1228], [-8.7897, 4.1557, 5.3439], [-7.6754, 3.6835, 4.8003], [-7.9293, 2.5370, 3.9794], [-6.8980, 1.9285, 3.2943], [-5.5970, 2.4025, 3.3789], [-5.3500, 3.4938, 4.2444], [-6.3745, 4.1054, 4.9689], [-4.5662, 1.8297, 2.6013], [-4.6688, 0.9147, 1.5790], [-3.3749, 0.7571, 1.1002], [-2.4766, 1.5209, 1.8086], [-3.2243, 2.1813, 2.7529], [-1.0735, 1.4347, 1.6517], [-0.1446, 2.2706, 2.3152], [1.1745, 2.1840, 1.9685], [1.5692, 1.2744, 0.9471], [0.7650, 0.3995, 0.4008], [-0.5712, 0.5164, 0.7410], [-1.4854, -0.3631, 0.0473], [-0.9858, -1.2546, -0.8338], [-1.8685, -1.9244, -1.5792], [-3.2621, -1.7918, -1.5734], [-3.7840, -0.9339, -0.6328], [-2.8855, -0.1837, 0.1807], [-9.7956, 5.5578, 6.3646], [-8.2638, 6.1699, 5.5796], [-8.2845, 5.1303, 7.0660], [-8.9313, 2.1763, 3.8889], [-7.0425, 1.0858, 2.6277], [-4.3725, 3.9384, 4.3117], [-6.1307, 4.8436, 5.7379], [-2.8366, 2.7453, 3.4594], [-0.4367, 2.9514, 3.0535], [1.9218, 2.7796, 2.4415], [2.6149, 1.3289, 0.6128], [-1.4401, -2.5869, -2.3074], [-3.8525, -2.4428, -2.1978], [-4.8311, -0.7721, -0.4051]],
  "mulliken_charge": [-1.95, -0.48, 0.11, 0.36, 0.19, -0.95, -0.96, -1.19, 1.21, 1.26, 0.39, -0.49, -0.43, 0.45, 0.59, 0.47, 0.44, 0.31, -1.31, 0.04, -1.10, 0.26, 1.32, -0.57, -0.41, -0.97, -0.43, -1.23, 1.08, -0.06, 0.09, 1.32, 0.58, -0.21, -1.05, -0.51, -1.03, 0.11, -0.05, 0.36, 0.74, 0.49, 0.40, 0.57, 0.71, 0.47, 0.41, 0.44, 0.25, 0.15, 0.53, 0.44, 0.49, 0.33, -0.82, -0.40, 0.75, -0.59, -0.52, 0.22, -0.50, -0.66, 0.21, -0.73, 0.65, 0.30, -0.06, 0.43, -0.74, -1.51, 0.07, 0.83, -0.45, -0.23, 0.91, -0.23, -1.77, -0.41, 0.35, 0.26, 0.33, 0.36, 0.47, 0.46, 0.28, 0.40, 0.21, 0.57, 0.56, 0.23, 0.60, 0.54, 0.60]
}

---

Arrangement B

{
  "formula": "C43H34N10O5Sc",
  "method": "ωB97M-V/def2-TZVPD",
  "lumo_ha": -0.313,
  "e_homo_ev": -13.3,
  "charge": 3,
  "elements": ["Sc", "O", "C", "O", "C", "C", "C", "C", "C", "N", "C", "O", "O", "H", "H", "H", "H", "H", "C", "N", "C", "C", "N", "C", "C", "C", "C", "C", "C", "N", "C", "N", "C", "C", "C", "C", "C", "C", "N", "H", "H", "H", "H", "H", "H", "H", "H", "H", "H", "H", "H", "H", "H", "H", "C", "O", "C", "C", "C", "C", "C", "C", "C", "N", "C", "C", "N", "C", "C", "C", "C", "N", "C", "C", "N", "C", "C", "C", "C", "H", "H", "H", "H", "H", "H", "H", "H", "H", "H", "H", "H", "H", "H"],
  "xyz": [[-0.7596, -0.4610, 2.2659], [4.0295, 0.4010, 2.5232], [2.7306, 0.3508, 2.6391], [2.0964, -0.6824, 2.6042], [2.0850, 1.6743, 2.8524], [2.8275, 2.8389, 2.8825], [2.1775, 4.0149, 3.2002], [0.8232, 3.9304, 3.4373], [0.1556, 2.7364, 3.2720], [0.7557, 1.6044, 2.9728], [-1.3313, 2.5423, 3.5043], [-2.0959, 3.5546, 3.7614], [-1.8630, 1.4356, 3.4244], [4.4762, -0.4698, 2.3664], [3.8950, 2.7177, 2.7045], [2.6462, 4.9615, 3.4357], [0.2421, 4.8213, 3.7432], [-1.6098, 4.3871, 3.8813], [-3.1096, -2.1156, 3.8703], [-2.2977, -0.8648, 4.0419], [-1.5101, -0.8422, 5.3084], [-0.3052, -1.6802, 4.9967], [-0.0259, -2.0873, 3.7537], [0.9178, -3.1202, 3.9188], [1.4629, -4.0350, 3.0009], [2.3772, -4.9944, 3.5029], [2.7578, -4.9584, 4.8665], [2.1812, -4.1038, 5.7864], [1.2646, -3.2145, 5.2926], [0.3969, -2.3022, 5.9331], [-2.8802, -2.5868, 2.4900], [-2.1602, -1.9529, 1.5534], [-2.3378, -2.7222, 0.3752], [-1.9648, -2.5023, -0.9599], [-2.2291, -3.4912, -1.8668], [-2.8338, -4.6989, -1.4894], [-3.2682, -4.9070, -0.1966], [-3.0813, -3.8834, 0.6969], [-3.4622, -3.7210, 2.0252], [-4.1625, -1.9268, 4.0234], [-2.7515, -2.8669, 4.5909], [-2.9513, -0.1010, 4.0206], [-2.0668, -1.4641, 6.0149], [-1.3215, 0.1738, 5.7036], [1.1041, -4.1998, 1.9721], [2.7704, -5.6110, 2.7422], [3.4246, -5.6791, 5.2363], [2.5817, -4.1636, 6.8200], [0.4736, -2.0199, 6.9126], [-1.5574, -1.5933, -1.2853], [-1.8743, -3.2467, -2.8868], [-2.9947, -5.4066, -2.2414], [-3.6066, -5.8973, 0.0913], [-3.9071, -4.4031, 2.6456], [2.8010, 4.6613, -10.1604], [1.4965, 4.1648, -9.7626], [1.4075, 3.6002, -8.5383], [0.0871, 3.3954, -8.1216], [-0.1982, 2.9645, -6.8608], [0.8669, 2.6561, -6.0059], [2.1870, 2.8222, -6.4191], [2.4682, 3.3272, -7.6841], [0.5888, 2.1635, -4.6309], [1.3420, 1.3215, -3.9380], [0.6764, 1.1032, -2.7991], [-0.4776, 1.9037, -2.6857], [-0.5065, 2.5844, -3.9002], [-1.3308, 1.7788, -1.6053], [-2.5441, 2.4930, -1.4838], [-3.3415, 2.2894, -0.3428], [-2.8780, 1.4999, 0.6897], [-1.7109, 0.8361, 0.6403], [-0.9562, 0.9692, -0.4818], [0.2205, 0.1282, -0.5997], [0.4494, -0.7914, 0.3557], [1.2625, -1.7901, 0.1461], [1.9832, -1.8804, -1.0244], [1.9620, -0.8595, -1.9518], [1.0025, 0.1533, -1.7466], [2.6986, 5.0536, -11.1535], [3.5401, 3.8484, -10.2002], [3.1882, 5.4488, -9.4331], [-0.6841, 3.5602, -8.8351], [-1.2433, 2.7411, -6.5127], [2.9506, 2.5953, -5.6642], [3.4981, 3.5320, -7.9534], [-1.2212, 3.1598, -4.2678], [-2.9212, 3.0867, -2.2948], [-4.3113, 2.7852, -0.1585], [-3.4565, 1.3570, 1.5763], [1.4313, -2.4485, 1.0026], [2.6470, -2.6859, -1.2241], [2.6921, -0.6963, -2.7015]],
  "mulliken_charge": [-1.50, -0.51, 0.01, -0.06, 0.46, -0.82, -1.01, -1.06, 1.30, 0.58, 0.23, -0.41, -0.27, 0.41, 0.59, 0.49, 0.31, 0.31, -1.34, -0.01, -1.18, 0.24, 1.20, -0.14, -0.37, -1.01, -0.57, -1.08, 0.98, -0.02, 0.22, 0.99, 0.28, -0.08, -0.77, -0.71, -1.01, 0.04, -0.04, 0.55, 0.44, 0.42, 0.55, 0.39, 0.38, 0.51, 0.47, 0.40, 0.32, 0.38, 0.43, 0.48, 0.43, 0.32, -0.80, -0.42, 0.83, -0.61, -0.63, 0.36, -0.84, -0.48, 0.22, -0.76, 0.61, 0.11, -0.12, 0.51, -0.77, -1.31, -0.52, 1.05, 0.38, -0.55, 1.48, 0.03, -1.34, -0.64, 0.65, 0.26, 0.33, 0.33, 0.49, 0.30, 0.39, 0.39, 0.21, 0.48, 0.45, 0.61, -0.05, 0.62, 0.60]
}

---

So which one is most stable? That would be arrangement A, about 0.0219 hartree below the next structure.

---

Arrangement A

{
  "formula": "H2NO2P",
  "method": "ωB97M-V/def2-TZVPD",
  "lumo_ha": -0.016,
  "e_homo_ev": -10.8,
  "elements": ["N", "O", "O", "P", "H", "H"],
  "xyz": [[0.9588, -1.1920, -0.5393], [3.4566, -2.0331, 0.5715], [2.1459, -0.1309, 1.5026], [2.2101, -1.3093, 0.4066], [0.0559, -0.7680, 0.2024], [2.9206, -0.5936, 2.2329]],
  "mulliken_charge": [-0.61, -0.55, -0.49, 0.95, 0.30, 0.40]
}

---

Arrangement B

{
  "formula": "H2NO2P",
  "method": "ωB97M-V/def2-TZVPD",
  "lumo_ha": [-0.073, -0.073],
  "e_homo_ev": [-9.6, -9.5],
  "elements": ["N", "O", "O", "P", "H", "H"],
  "xyz": [[-1.8912, 1.9386, -2.4195], [-3.0508, 1.7693, -2.2256], [0.7035, 3.1255, -1.7197], [-0.6727, 2.7122, -1.5435], [1.3623, 1.9640, 0.0647], [2.1257, 2.2781, 0.3048]],
  "mulliken_charge": [0.19, -0.29, -0.39, 0.49, -0.15, 0.13]
}

---

So which one is most stable? That would be arrangement A, about 0.1457 hartree below the next structure.